{"formula": "C33H34IN4O6PS3SeW", "method": "ωB97M-V with the def2-TZVPD basis set", "lumo_energy_ev": [-3.788, -4.979], "relative_energy_ev": 2.971, "multiplicity": 2, "homo_lumo_gap_ev": [6.508, 5.361], "charge": 1, "species": ["W", "C", "C", "N", "C", "C", "C", "O", "C", "C", "N", "C", "C", "C", "C", "C", "C", "I", "C", "O", "H", "H", "H", "H", "H", "H", "H", "H", "H", "H", "H", "H", "O", "C", "O", "C", "C", "C", "C", "C", "C", "S", "H", "H", "H", "H", "C", "C", "O", "P", "S", "S", "O", "C", "C", "H", "H", "H", "H", "H", "H", "H", "H", "H", "H", "C", "N", "C", "Se", "N", "C", "C", "C", "C", "C", "C", "H", "H", "H", "H", "H", "H", "H", "H"], "xyz": [[0.3565, -0.4144, -0.0826], [3.2339, -3.1738, 2.6384], [2.8613, -3.5479, 1.2397], [3.3279, -4.6737, 0.7276], [2.9496, -5.0452, -0.5003], [2.0565, -4.3442, -1.2869], [1.6814, -4.8434, -2.6536], [0.2789, -5.0497, -2.8095], [1.5559, -3.1465, -0.7592], [0.4751, -2.3291, -1.3613], [0.6809, -1.1422, -1.9987], [0.0985, -0.9118, -3.2471], [-0.1204, -1.9635, -4.1422], [-0.6494, -1.7242, -5.3986], [-0.9716, -0.4365, -5.8034], [-0.7850, 0.6202, -4.9251], [-0.2640, 0.3631, -3.6720], [-0.1249, 1.8966, -2.2616], [1.9845, -2.7462, 0.4865], [1.4373, -1.6288, 1.0031], [3.8799, -3.9428, 3.0534], [2.3349, -3.0768, 3.2527], [3.7487, -2.2141, 2.6596], [3.3826, -5.9687, -0.8709], [2.2392, -5.7563, -2.8762], [1.9542, -4.1061, -3.4112], [0.0116, -5.7805, -2.2421], [-0.4041, -2.9020, -1.6595], [0.1228, -2.9746, -3.8448], [-0.8052, -2.5574, -6.0706], [-1.3769, -0.2526, -6.7886], [-1.0536, 1.6285, -5.2091], [-0.6228, -2.3392, 3.1090], [-1.1383, -1.7980, 2.1694], [-0.7056, -0.6506, 1.6473], [-2.4016, -2.3009, 1.5377], [-3.1607, -3.2240, 2.2438], [-4.3856, -3.6569, 1.7626], [-4.8673, -3.1653, 0.5568], [-4.1151, -2.2594, -0.1703], [-2.8753, -1.8295, 0.3079], [-1.9841, -0.8119, -0.8161], [-2.7677, -3.5819, 3.1861], [-4.9674, -4.3715, 2.3287], [-5.8249, -3.4942, 0.1759], [-4.4679, -1.8937, -1.1263], [1.5947, 2.3662, 6.1558], [1.1389, 2.2107, 4.7260], [2.2644, 1.8233, 3.9013], [2.1847, 0.4188, 3.1103], [2.5407, 0.5516, -0.4929], [1.6226, 1.4429, 1.1039], [3.7122, 0.1475, 2.7911], [4.7292, 1.1402, 2.5090], [5.9334, 0.4198, 1.9586], [0.7666, 2.7180, 6.7719], [2.4068, 3.0891, 6.2214], [1.9391, 1.4123, 6.5543], [0.7633, 3.1491, 4.3177], [0.3483, 1.4582, 4.6406], [4.9489, 1.6707, 3.4344], [4.3222, 1.8522, 1.7875], [6.3085, -0.3061, 2.6791], [6.7267, 1.1373, 1.7478], [5.6770, -0.0989, 1.0351], [-4.3345, 2.8079, -1.2429], [-3.1697, 3.5726, -0.8316], [-2.2251, 3.1697, 0.0296], [-2.0753, 1.5456, 0.9455], [-1.2955, 4.1421, 0.1066], [-1.6271, 5.1916, -0.7387], [-1.0020, 6.3955, -1.0319], [-1.6282, 7.2067, -1.9582], [-2.8356, 6.8348, -2.5671], [-3.4583, 5.6376, -2.2706], [-2.8259, 4.8216, -1.3419], [-4.3354, 1.8641, -0.7052], [-4.2827, 2.6167, -2.3141], [-5.2406, 3.3648, -1.0108], [-0.4750, 4.0531, 0.6870], [-0.0716, 6.6835, -0.5620], [-1.1776, 8.1536, -2.2212], [-3.2898, 7.5035, -3.2849], [-4.3909, 5.3539, -2.7382]], "forces_ev_per_a": [[0.455, -0.715, -0.198], [-0.017, -0.002, -0.007], [0.007, 0.087, 0.016], [0.033, -0.016, -0.029], [0.006, 0.026, 0.023], [-0.014, -0.001, -0.023], [0.023, 0.011, 0.019], [-0.011, 0.001, -0.012], [-0.023, 0.038, -0.011], [-0.146, -0.061, 0.288], [-0.019, 0.024, 0.294], [-0.016, 0.044, -0.137], [0.032, -0.013, 0.054], [-0.012, 0.024, -0.023], [-0.002, -0.014, -0.007], [0.004, -0.017, -0.006], [0.047, 0.120, 0.225], [-0.138, -0.063, -0.024], [-0.114, -0.242, 0.041], [0.127, 0.217, -0.245], [-0.008, -0.010, 0.000], [0.003, 0.019, -0.005], [0.021, -0.011, 0.005], [0.006, -0.001, 0.006], [-0.007, -0.005, -0.002], [0.001, -0.008, -0.005], [0.006, 0.004, 0.005], [0.009, -0.009, -0.032], [-0.003, 0.004, -0.008], [-0.003, -0.002, 0.003], [0.004, -0.002, -0.002], [-0.002, -0.001, -0.004], [0.025, 0.029, 0.023], [-0.127, 0.066, -0.110], [0.213, 0.133, -0.081], [-0.017, -0.003, -0.009], [0.059, 0.021, 0.028], [-0.042, -0.008, -0.022], [-0.001, -0.006, 0.017], [0.026, 0.011, 0.005], [0.043, -0.016, -0.069], [-0.153, 0.240, -0.094], [-0.011, -0.004, 0.000], [0.003, 0.002, 0.004], [0.000, -0.003, 0.000], [-0.009, -0.014, -0.002], [-0.020, -0.001, -0.010], [-0.011, -0.028, 0.001], [0.034, 0.027, 0.013], [0.143, -0.151, -0.036], [-0.073, 0.189, 0.110], [-0.180, -0.056, -0.013], [-0.023, 0.034, 0.054], [-0.007, -0.003, -0.025], [-0.011, 0.013, 0.007], [0.003, -0.002, 0.003], [0.004, -0.002, 0.004], [0.009, 0.005, 0.008], [-0.009, 0.002, 0.010], [-0.002, 0.004, 0.004], [-0.003, -0.003, 0.003], [-0.004, 0.018, 0.006], [0.003, -0.005, -0.006], [-0.001, 0.001, -0.002], [0.008, -0.009, 0.004], [-0.012, -0.017, -0.019], [0.040, -0.002, -0.022], [-0.100, -0.034, -0.044], [-0.068, 0.143, 0.070], [0.050, -0.022, -0.012], [-0.043, -0.012, -0.015], [0.024, 0.003, 0.018], [-0.018, 0.000, -0.007], [0.011, -0.002, 0.015], [-0.017, 0.000, -0.012], [0.012, 0.017, 0.016], [0.002, 0.002, 0.010], [0.005, -0.007, 0.001], [0.007, 0.010, 0.002], [-0.014, 0.013, -0.019], [-0.002, 0.003, -0.005], [0.002, 0.000, 0.001], [0.000, 0.001, 0.000], [0.002, -0.001, -0.001]], "mulliken_spin": [-0.043, 0.000, 0.002, 0.002, -0.001, 0.000, 0.001, 0.000, -0.005, 0.035, -0.006, -0.002, 0.007, 0.003, -0.002, 0.002, -0.004, 0.002, 0.004, 0.001, 0.000, 0.000, 0.000, 0.000, 0.000, 0.000, 0.000, 0.014, -0.002, 0.000, 0.000, 0.000, 0.007, -0.029, -0.012, 0.040, -0.019, 0.057, -0.031, 0.038, 0.037, 0.396, 0.001, 0.002, -0.001, -0.001, 0.001, 0.000, 0.000, -0.001, -0.002, 0.003, 0.000, 0.000, 0.000, 0.000, 0.000, 0.000, 0.000, 0.000, 0.000, 0.000, 0.000, 0.000, 0.000, 0.001, 0.032, 0.018, 0.412, 0.018, 0.006, 0.000, 0.006, 0.007, -0.001, 0.009, -0.002, 0.002, 0.001, -0.002, 0.000, 0.001, 0.001, 0.000]}